Here is a single C4H9N2P molecule from the OMol25 dataset. Energies are from ωB97M-V/def2-TZVPD.

```
16
Properties=species:S:1:pos:R:3:forces:R:3
P 2.56521 0.58093 -0.01029 1.94 -1.42 0.38
N 2.28203 -1.11944 0.17983 1.51 1.93 -0.21
N 1.13612 1.09729 -0.01713 -3.34 -1.22 -0.14
C -1.75878 1.53485 0.10278 2.15 0.76 -2.07
C 0.94619 -1.38950 -0.27077 -1.25 -1.18 1.28
C 0.11893 -0.17382 0.21605 3.07 1.65 2.05
C -1.28325 0.13688 -0.21832 -0.42 -0.27 0.24
H -2.69109 1.64911 0.51556 -2.20 -0.22 1.24
H 3.06004 -1.78059 0.19009 -0.79 0.11 -0.31
H -1.98823 -0.49288 0.33102 0.23 -0.75 -0.65
H -1.78347 2.11796 -0.82932 0.10 0.02 0.28
H 0.22706 -0.26687 1.37837 -0.65 0.22 -1.85
H 0.88196 -1.70854 -1.30785 -0.16 0.49 -0.41
H -1.32116 0.06878 -1.29106 -0.35 -0.84 -0.46
H -1.00524 1.98053 0.69188 0.55 0.90 0.93
H 0.61368 -2.23468 0.33914 -0.39 -0.18 -0.28
```
Forces are in eV/Å.

Its energy above the lowest of the compared OMol25 structures with the same formula, charge and spin is 105.8 kJ/mol. The SMILES is CC[C@H]1CNP=N1. The charge is 0. The LUMO energy comes out at 0.84 eV. The total energy comes out at -608.63455 Ha. For the HOMO energy, the calculation gives -9.13 eV. The frontier orbital gap comes out at 9.97 eV.

=====

Here is a molecular structure, C4H9N2P from the OMol25 dataset. Energies are from ωB97M-V/def2-TZVPD.

```
16
Properties=species:S:1:pos:R:3:forces:R:3
P -1.60452 -0.17332 -0.05512 0.91 0.88 0.06
N -3.75134 0.69379 -0.06679 1.41 0.53 0.27
N -3.22228 -0.61276 0.12432 1.61 -2.40 -0.59
C 0.23228 -0.87262 -0.13415 -3.65 -2.19 0.36
C 3.58474 0.24187 0.14697 0.91 -1.48 -0.28
C 1.30694 -0.11198 -0.04784 -1.70 -1.43 0.39
C 2.62365 -0.67782 0.00727 0.85 3.49 0.09
H 0.13068 -1.97065 -0.20075 1.12 0.53 -0.20
H 2.68012 -1.69863 -0.05470 0.62 -2.34 0.01
H 4.65755 0.18449 0.24052 0.12 -0.93 0.03
H -4.46839 0.83111 -0.76457 -0.13 -0.49 0.25
H 1.11283 0.89800 0.19967 0.35 1.24 -0.11
H 3.30844 1.23746 0.05473 -0.77 1.80 0.14
H -1.24387 0.74203 0.96416 -0.20 0.44 -0.44
H -3.93195 0.90336 0.88362 -1.26 1.34 0.38
H -1.41488 0.38567 -1.29733 -0.20 1.01 -0.36
```
Forces are in eV/Å.

Its energy above the lowest of the compared OMol25 structures with the same formula, charge and spin is 544.3 kJ/mol. The charge is 0. The LUMO energy comes out at 0.46 eV. The total energy comes out at -608.46751 Ha. For the HOMO energy, the calculation gives -7.90 eV. The frontier orbital gap comes out at 8.36 eV.

=====

Here is a single C4H9N2PS molecule from the OMol25 dataset. Energies are from ωB97M-V/def2-TZVPD.

```
17
Properties=species:S:1:pos:R:3:forces:R:3
S 3.05106 -0.78123 -0.05017 -1.59 0.12 0.77
P 1.49112 0.43631 0.17520 1.56 1.18 -0.97
N -0.93665 -0.11543 1.06922 0.49 -0.65 0.35
N -0.43049 -0.43692 -0.24287 -2.15 -1.42 0.00
C 0.18201 0.60621 1.64319 1.97 -1.93 0.86
C -0.62126 -1.50508 0.75536 -0.95 0.73 -1.33
C 1.62483 1.81669 -0.77334 -1.53 -0.93 1.69
C -1.50334 -0.44640 -1.23863 3.49 -1.93 -3.22
H 0.79539 2.48783 -0.82025 -0.52 0.58 0.38
H -0.06625 1.62254 1.61922 -0.16 1.64 0.38
H 0.46333 0.21067 2.69541 -0.28 0.85 -1.87
H -2.43462 -0.55791 -0.77684 -1.48 0.43 0.44
H -1.28237 0.35157 -1.96807 -0.88 0.11 0.62
H 2.11659 1.76025 -1.70046 1.14 -0.29 -0.71
H 0.36497 -1.89536 0.91541 0.13 -0.68 0.98
H -1.27725 -1.41332 -1.87366 -0.69 1.66 1.11
H -1.53708 -2.14041 0.57128 1.43 0.54 0.51
```
Forces are in eV/Å.

Its energy above the lowest of the compared OMol25 structures with the same formula, charge and spin is 26.3 kJ/mol. The SMILES is C=[P@@]1([S-])CN2C[N@@+]21C. The charge is 0. The LUMO energy comes out at 0.66 eV. The total energy comes out at -1006.70807 Ha. For the HOMO energy, the calculation gives -7.71 eV. The frontier orbital gap comes out at 8.36 eV.

=====

Here is a molecular structure, C4H9N2S from the OMol25 dataset. Energies are from ωB97M-V/def2-TZVPD.

```
16
Properties=species:S:1:pos:R:3:forces:R:3
S 1.16426 -1.57284 -0.04711 -0.32 -0.64 -0.17
N 0.73369 0.69874 0.00244 4.18 -3.14 -0.48
N 3.15454 0.33860 0.07461 0.59 -1.23 -1.65
C -0.24644 -0.35499 0.02003 -2.04 0.51 1.38
C 1.90662 -0.02870 -0.08556 -3.78 1.62 1.59
C -1.10528 -0.24120 1.40437 1.24 -0.10 -3.18
C -1.15122 -0.19768 -1.19237 1.89 1.33 -2.77
H -0.94089 0.89013 -1.42849 -0.69 -0.98 -0.08
H -0.80064 -0.69338 -2.20906 -0.88 0.52 2.38
H -1.92676 -0.89984 1.28956 -0.82 -0.68 0.17
H 3.36858 1.30910 -0.14016 0.41 -0.27 0.09
H 0.61185 1.64824 0.10172 -0.39 2.47 0.26
H -1.47843 0.78016 1.47558 0.20 -0.03 0.13
H 3.72985 -0.42854 -0.34409 0.30 1.46 0.78
H -0.46513 -0.55091 2.17449 0.63 -0.08 1.41
H -2.20601 -0.21740 -1.01922 -0.51 -0.75 0.14
```
Forces are in eV/Å.

Its energy above the lowest of the compared OMol25 structures with the same formula, charge and spin is 157.4 kJ/mol. The charge is +1. The LUMO energy comes out at -3.70 eV. The total energy comes out at -665.23239 Ha. For the HOMO energy, the calculation gives -14.53 eV. The frontier orbital gap comes out at 10.83 eV.

=====

Here is a gas-phase ion, C4H9N2S (charge +1) from the OMol25 dataset. Energies are from ωB97M-V/def2-TZVPD.

```
16
Properties=species:S:1:pos:R:3:forces:R:3
S 2.60368 -0.31655 0.39655 -0.09 0.06 -0.26
N 1.41708 0.52825 -0.63792 0.63 0.88 0.68
N -1.16689 -0.43184 -0.00709 1.16 2.62 -1.03
C -0.13053 -1.42804 0.17422 4.15 -1.44 0.29
C 1.32564 -0.87872 -0.65724 -4.86 -0.74 0.07
C -0.82300 0.85397 0.69703 0.55 1.93 1.45
C 0.35648 1.42928 -0.16685 -0.01 -0.53 0.68
H -0.51189 -2.41563 -0.19158 0.60 0.90 0.36
H -1.09070 -0.16260 -1.00602 -1.09 -0.49 0.26
H 0.82026 2.36398 0.15949 -0.27 -0.34 0.45
H -2.07773 -0.65475 0.28940 -1.57 -1.08 0.00
H 0.34657 -1.47511 1.21430 -1.67 0.01 -1.14
H -0.11242 1.66845 -1.08764 -0.64 0.61 -1.17
H -0.47593 0.46937 1.69131 -0.47 0.94 -0.58
H 1.25464 -1.25500 -1.68774 1.19 -0.52 0.53
H -1.73525 1.70496 0.81977 2.39 -2.81 -0.58
```
Forces are in eV/Å.

Its energy above the lowest of the compared OMol25 structures with the same formula, charge and spin is 413.1 kJ/mol. The SMILES is C1CN2S[C@H]2C[NH2+]1. The charge is +1. The LUMO energy comes out at -3.48 eV. The total energy comes out at -665.13500 Ha. For the HOMO energy, the calculation gives -12.82 eV. The frontier orbital gap comes out at 9.34 eV.

=====

Here is a gas-phase ion, C4H9N2S (charge +1) from the OMol25 dataset. Energies are from ωB97M-V/def2-TZVPD.

```
16
Properties=species:S:1:pos:R:3:forces:R:3
S -2.60415 -0.06172 -0.05219 2.91 0.88 0.40
N -1.41715 0.61774 1.29812 0.62 -1.56 -1.65
N 1.49270 0.54156 -2.50042 -1.32 -0.28 1.03
C -0.05114 0.35693 -0.67256 -2.43 -0.40 0.03
C 0.20132 -1.12903 1.42936 1.39 1.47 -3.52
C -0.00887 0.30388 0.77921 -2.15 -2.78 1.20
C 0.31183 0.18982 -1.92714 2.14 1.07 1.05
H 0.14457 -1.11296 2.42933 -0.27 0.43 3.83
H -1.46040 0.01206 2.11258 -0.76 0.56 0.34
H -0.33645 -1.94279 1.06816 -2.22 -0.71 -0.96
H 0.66263 0.99643 1.19526 1.25 0.97 0.54
H 1.13202 -1.55238 1.19456 2.02 0.18 -0.22
H 2.14140 1.07677 -2.00622 0.89 0.75 1.08
H -0.48051 -0.22385 -2.44630 -1.23 -0.87 -1.72
H -1.53649 1.58459 1.49804 -0.51 0.97 0.26
H 1.80868 0.34296 -3.39978 -0.32 -0.66 -1.69
```
Forces are in eV/Å.

Its energy above the lowest of the compared OMol25 structures with the same formula, charge and spin is 536.8 kJ/mol. The charge is +1. The LUMO energy (alpha / beta) comes out at -5.88 / -5.89 eV. The total energy comes out at -665.08789 Ha. For the HOMO energy (alpha / beta), the calculation gives -13.05 / -13.05 eV. The frontier orbital gap (alpha / beta) comes out at 7.17 / 7.16 eV.

=====

Here is a single C4H9N3 molecule from the OMol25 dataset. Energies are from ωB97M-V/def2-TZVPD.

```
16
Properties=species:S:1:pos:R:3:forces:R:3
N 1.14689 0.81144 -0.76851 -1.57 3.93 0.24
N -0.31794 -1.64074 0.86188 1.41 -2.98 -2.03
N -1.67655 -1.56278 0.96612 -0.89 1.41 0.34
C -1.31166 0.79232 -0.94513 -0.06 -0.06 -0.74
C 0.32720 -1.09826 -0.12145 -2.59 -0.89 3.06
C 2.19602 1.03161 0.18722 0.88 -1.08 -0.93
C 0.02295 0.24879 -0.57898 1.97 -1.05 -1.50
H 2.25879 2.10318 0.38993 -0.11 -0.07 0.11
H -2.02930 -0.69054 1.34698 -0.23 -0.10 -0.03
H -1.19102 1.72667 -1.49287 0.09 -0.01 0.08
H 1.18137 -1.64722 -0.50740 0.49 0.64 0.56
H -2.05899 -2.37292 1.43822 0.45 0.36 0.45
H -1.86257 0.07901 -1.55864 -0.18 -0.01 0.10
H 2.07080 0.47131 1.12141 0.08 -0.04 -0.04
H 3.13825 0.76000 -0.29731 0.21 -0.03 0.37
H -1.89424 0.98814 -0.04148 0.07 -0.02 -0.05
```
Forces are in eV/Å.

Its energy above the lowest of the compared OMol25 structures with the same formula, charge and spin is 424.4 kJ/mol. The SMILES is C/N=C(C)\C=N/N. The charge is 0. The LUMO energy comes out at 0.33 eV. The total energy comes out at -321.92870 Ha. For the HOMO energy, the calculation gives -7.82 eV. The frontier orbital gap comes out at 8.15 eV.

=====

Here is a single C4H9N3 molecule from the OMol25 dataset. Energies are from ωB97M-V/def2-TZVPD.

```
16
Properties=species:S:1:pos:R:3:forces:R:3
N -0.56998 0.03024 -0.39982 5.71 1.23 2.83
N 2.42011 -0.53450 1.91328 0.85 -0.73 2.90
N -1.70339 0.04286 -0.91345 -3.61 -3.89 -0.60
C 1.59217 1.03708 0.30563 -0.01 1.15 1.10
C 1.93957 -0.27885 0.80655 -2.09 -0.09 -0.74
C 0.16154 1.04738 -0.14564 -0.22 0.51 -0.82
C -2.28670 -1.32622 -0.76378 -0.17 0.32 -3.09
H -0.11661 2.00765 -0.51344 -0.76 1.05 -0.18
H -3.24892 -1.42933 -0.30736 -0.52 0.41 0.54
H -2.36414 -1.73919 -1.79569 -0.40 0.13 0.47
H -1.56301 -1.98459 -0.33148 0.36 0.15 0.74
H -2.26408 0.81726 -1.13093 -0.64 1.43 -0.09
H 2.20292 1.19025 -0.55768 0.56 0.54 -0.83
H 1.88262 1.83658 1.08216 -0.75 -0.93 -1.19
H 2.54778 0.29821 2.54082 0.35 -0.65 -1.16
H 1.37013 -1.01484 0.21082 1.33 -0.64 0.11
```
Forces are in eV/Å.

Its energy above the lowest of the compared OMol25 structures with the same formula, charge and spin is 340.4 kJ/mol. The SMILES is [H]/N=C\C/C=N/NC. The charge is 0. The LUMO energy comes out at 1.04 eV. The total energy comes out at -321.96071 Ha. For the HOMO energy, the calculation gives -8.21 eV. The frontier orbital gap comes out at 9.25 eV.

=====

Which of these has the lowest energy above the lowest of the compared OMol25 structures with the same formula, charge and spin?
C4H9N2PS

=====

Please write out number 2 again, unchanged.
Here is a molecular structure, C4H9N2P from the OMol25 dataset. Energies are from ωB97M-V/def2-TZVPD.

```
16
Properties=species:S:1:pos:R:3:forces:R:3
P -1.60452 -0.17332 -0.05512 0.91 0.88 0.06
N -3.75134 0.69379 -0.06679 1.41 0.53 0.27
N -3.22228 -0.61276 0.12432 1.61 -2.40 -0.59
C 0.23228 -0.87262 -0.13415 -3.65 -2.19 0.36
C 3.58474 0.24187 0.14697 0.91 -1.48 -0.28
C 1.30694 -0.11198 -0.04784 -1.70 -1.43 0.39
C 2.62365 -0.67782 0.00727 0.85 3.49 0.09
H 0.13068 -1.97065 -0.20075 1.12 0.53 -0.20
H 2.68012 -1.69863 -0.05470 0.62 -2.34 0.01
H 4.65755 0.18449 0.24052 0.12 -0.93 0.03
H -4.46839 0.83111 -0.76457 -0.13 -0.49 0.25
H 1.11283 0.89800 0.19967 0.35 1.24 -0.11
H 3.30844 1.23746 0.05473 -0.77 1.80 0.14
H -1.24387 0.74203 0.96416 -0.20 0.44 -0.44
H -3.93195 0.90336 0.88362 -1.26 1.34 0.38
H -1.41488 0.38567 -1.29733 -0.20 1.01 -0.36
```
Forces are in eV/Å.

Its energy above the lowest of the compared OMol25 structures with the same formula, charge and spin is 544.3 kJ/mol. The charge is 0. The LUMO energy comes out at 0.46 eV. The total energy comes out at -608.46751 Ha. For the HOMO energy, the calculation gives -7.90 eV. The frontier orbital gap comes out at 8.36 eV.